(1)
Density functional theory data (ωB97M-V with the def2-TZVPD basis set) for a single C21H17BrN2O2 molecule.

SMILES: O=C(Nc1ccccc1C(=O)NCc1ccccc1)c1ccccc1Br
Energy above the lowest of the compared OMol25 structures with the same formula, charge and spin (kcal/mol): 3.8
LUMO energy (Eh): 0.0177

The geometry in XYZ format:
```
43
Properties=species:S:1:pos:R:3:lowdin_charge:R:1
O 3.067 0.301 0.570 0.04
C 2.263 0.122 -0.320 -0.45
N 0.954 0.493 -0.291 0.15
C 0.266 1.191 0.694 -0.14
C 0.913 1.791 1.772 0.01
C 0.198 2.538 2.687 -0.06
C -1.169 2.712 2.538 -0.08
C -1.828 2.091 1.493 -0.03
C -1.135 1.298 0.582 -0.07
C -1.836 0.614 -0.535 -0.42
O -1.361 0.556 -1.668 0.04
N -3.017 0.011 -0.288 0.08
H -3.439 -0.402 -1.109 0.16
C -3.679 -0.248 0.965 -0.14
C -4.886 0.630 1.220 -0.23
C -5.282 1.613 0.324 -0.05
C -6.390 2.399 0.593 -0.08
C -7.113 2.209 1.757 -0.09
C -6.723 1.229 2.655 -0.08
C -5.617 0.445 2.388 -0.05
H -5.311 -0.319 3.089 0.11
H -7.282 1.076 3.566 0.10
H -7.977 2.822 1.965 0.10
H -6.686 3.162 -0.111 0.10
H -4.720 1.773 -0.585 0.11
H -4.002 -1.296 0.972 0.14
H -2.958 -0.120 1.779 0.13
H -2.888 2.249 1.367 0.10
H -1.722 3.325 3.232 0.10
H 0.716 3.004 3.512 0.11
H 1.980 1.676 1.872 0.10
H 0.377 0.280 -1.105 0.10
C 2.632 -0.550 -1.607 -0.17
C 3.445 -1.680 -1.622 -0.59
C 3.832 -2.267 -2.816 -0.13
C 3.420 -1.715 -4.015 -0.08
C 2.616 -0.586 -4.020 -0.07
C 2.224 -0.011 -2.825 -0.02
H 1.608 0.876 -2.835 0.12
H 2.294 -0.153 -4.954 0.11
H 3.727 -2.169 -4.945 0.11
H 4.453 -3.149 -2.800 0.10
Br 4.006 -2.497 -0.002 0.81
```

=====

(2)
Density functional theory data (ωB97M-V with the def2-TZVPD basis set) for a single C21H17ClFN3O4 molecule in a non-equilibrium geometry.

SMILES: COc1ccnc(Oc2ccccc2)c1C(=O)N/C=N/OCc1ccc(F)cc1Cl
LUMO energy (Eh): 0.0222

The geometry in XYZ format:
```
47
Properties=species:S:1:pos:R:3:lowdin_charge:R:1
C 0.006 2.671 -4.025 -0.05
H 0.100 2.863 -5.093 0.10
H -1.032 2.434 -3.782 0.09
H 0.643 1.825 -3.749 0.10
O 0.431 3.859 -3.396 -0.04
C 0.620 3.939 -2.071 -0.21
C 1.154 5.169 -1.642 0.02
C 1.453 5.348 -0.317 -0.11
N 1.267 4.411 0.605 0.13
C 0.758 3.261 0.227 -0.27
C 0.405 2.947 -1.110 0.02
C -0.278 1.640 -1.332 -0.44
O -1.403 1.529 -1.772 0.09
N 0.475 0.557 -0.958 0.12
C -0.014 -0.729 -0.966 -0.15
N 0.734 -1.654 -0.533 0.06
O 0.361 -2.958 -0.504 -0.14
C -0.924 -3.326 -0.970 -0.20
C -1.089 -4.815 -0.840 -0.21
C -0.081 -5.620 -0.328 -0.01
C -0.247 -6.989 -0.216 0.00
C -1.443 -7.549 -0.626 -0.27
C -2.471 -6.781 -1.142 -0.03
C -2.280 -5.414 -1.244 -0.60
Cl -3.555 -4.441 -1.886 0.73
H -3.394 -7.242 -1.455 0.12
F -1.619 -8.879 -0.525 0.07
H 0.533 -7.617 0.181 0.12
H 0.839 -5.154 -0.016 0.12
H -1.047 -3.036 -2.025 0.13
H -1.705 -2.817 -0.383 0.13
H -1.024 -0.805 -1.365 0.14
H 1.385 0.688 -0.540 0.16
O 0.572 2.277 1.127 0.05
C 0.690 2.478 2.491 -0.23
C 1.128 1.378 3.219 -0.01
C 1.219 1.457 4.596 -0.08
C 0.873 2.628 5.250 -0.10
C 0.425 3.715 4.519 -0.08
C 0.326 3.648 3.140 -0.02
H -0.026 4.495 2.575 0.11
H 0.145 4.627 5.025 0.10
H 0.949 2.692 6.325 0.10
H 1.562 0.602 5.158 0.10
H 1.388 0.471 2.695 0.12
H 1.871 6.275 0.051 0.11
H 1.321 5.940 -2.375 0.12
```

=====

(3)
Density functional theory data (ωB97M-V with the def2-TZVPD basis set) for 2 unconnected molecules or ions with the total composition C21H17ClS in a non-equilibrium geometry.

LUMO energy (Eh): -0.0400

The geometry in XYZ format:
```
40
Properties=species:S:1:pos:R:3:lowdin_charge:R:1
Cl 5.220 -1.434 2.171 0.69
C 3.513 -1.424 2.098 -0.69
C 2.817 -0.207 2.014 -0.09
C 1.426 -0.205 1.925 -0.02
C 0.706 -1.417 1.885 -0.23
C -0.741 -1.429 1.672 -0.31
C -1.583 -2.662 1.985 -0.19
C -3.048 -2.099 2.169 -0.16
C -2.853 -0.603 2.158 -0.04
C -1.555 -0.256 1.891 -0.07
C 1.409 -2.618 2.039 -0.02
C 2.794 -2.629 2.119 -0.09
H 3.367 0.735 2.004 0.11
H 0.895 0.744 1.804 0.11
H -1.526 -3.398 1.164 0.08
H -1.333 -3.204 2.901 0.12
H -3.626 -2.425 1.291 0.11
H -3.552 -2.512 3.059 0.11
H -3.711 0.068 2.313 0.11
H -1.110 0.751 1.930 0.11
H 0.871 -3.564 2.001 0.12
H 3.330 -3.568 2.175 0.11
C 1.832 3.508 -2.880 -0.09
C 1.766 2.163 -2.529 -0.03
C 0.512 1.509 -2.402 -0.17
C -0.703 2.227 -2.717 -0.17
C -0.595 3.583 -3.088 -0.04
C 0.647 4.229 -3.156 -0.08
C -1.948 1.541 -2.643 -0.04
C -2.031 0.247 -2.182 -0.09
C -0.842 -0.419 -1.705 -0.69
S -0.884 -1.790 -0.762 0.86
C 0.420 0.178 -1.964 -0.06
H 2.807 4.019 -2.935 0.11
H 2.651 1.570 -2.331 0.11
H -1.531 4.099 -3.297 0.11
H 0.686 5.294 -3.414 0.10
H -2.835 2.089 -2.960 0.11
H -2.967 -0.298 -2.088 0.10
H 1.307 -0.393 -1.716 0.10
```

=====

(4)
Density functional theory data (ωB97M-V with the def2-TZVPD basis set) for a molecular structure, C21H17HgIN4O3.

Charge: -1
2S+1: 2
LUMO energy (spin up / spin down) (Eh): 0.0871 / 0.0871

The geometry in XYZ format:
```
47
Properties=species:S:1:pos:R:3:lowdin_spin:R:1
Hg -0.489 0.012 1.297 0.00
I -2.720 2.060 2.254 0.00
C -2.515 1.161 4.138 0.00
C -3.311 1.679 5.121 0.00
C -3.256 1.162 6.428 0.00
C -2.401 0.142 6.710 0.00
C -1.569 -0.413 5.708 0.00
C -0.702 -1.479 6.039 0.00
C 0.090 -2.039 5.083 0.00
C 0.047 -1.551 3.763 0.00
C -0.766 -0.509 3.375 0.00
C -1.603 0.085 4.367 0.00
H -3.988 2.492 4.895 0.00
H -3.896 1.581 7.195 0.00
H -2.341 -0.270 7.711 0.00
H -0.686 -1.835 7.062 0.00
H 0.757 -2.856 5.331 0.00
H 0.694 -2.026 3.035 0.00
N -3.765 -5.214 -2.523 0.03
C -2.507 -4.625 -2.738 0.11
O -1.797 -5.067 -3.650 0.12
C -2.145 -3.518 -1.897 0.21
C -2.949 -2.987 -0.842 0.07
C -2.498 -1.949 -0.084 0.07
N -1.294 -1.339 -0.271 0.21
C -0.519 -1.828 -1.290 0.08
C -0.890 -2.865 -2.086 0.07
H -3.812 -6.130 -2.941 0.00
H -4.124 -5.181 -1.582 0.00
H -3.935 -3.376 -0.619 0.01
H -3.103 -1.553 0.725 0.00
H 0.423 -1.315 -1.444 0.00
H -0.235 -3.205 -2.876 0.00
C 4.336 2.794 1.260 0.00
N 3.075 2.579 0.579 0.00
C 2.687 3.343 -0.486 0.00
C 1.514 3.154 -1.104 0.00
C 0.608 2.124 -0.602 0.00
O -0.523 1.960 -1.047 0.00
N 1.074 1.342 0.430 0.00
C 2.259 1.540 1.056 0.00
O 2.662 0.865 1.995 0.00
H 4.908 3.539 0.709 0.00
H 4.899 1.864 1.313 0.00
H 4.173 3.144 2.280 0.00
H 3.391 4.108 -0.789 0.00
H 1.203 3.761 -1.939 0.00
```

=====

(5)
Density functional theory data (ωB97M-V with the def2-TZVPD basis set) for a single C21H17N3O6S molecule in a non-equilibrium geometry.

SMILES: O=C(OCc1nnc(-c2ccccc2)o1)c1ccc(S(=O)(=O)NCc2ccco2)cc1
LUMO energy (Eh): -0.0033

The geometry in XYZ format:
```
48
Properties=species:S:1:pos:R:3:lowdin_charge:R:1
O 0.600 2.645 0.779 0.14
C -0.459 2.171 0.457 -0.44
O -1.029 2.390 -0.744 0.01
C -0.238 3.101 -1.672 -0.07
C 0.843 2.230 -2.213 -0.30
N 0.961 0.952 -2.075 0.12
N 2.074 0.587 -2.733 0.11
C 2.590 1.662 -3.249 -0.28
C 3.785 1.755 -4.054 -0.15
C 4.503 0.594 -4.344 -0.02
C 5.644 0.672 -5.118 -0.07
C 6.076 1.897 -5.604 -0.08
C 5.365 3.050 -5.315 -0.08
C 4.221 2.986 -4.542 -0.02
H 3.661 3.880 -4.313 0.11
H 5.703 4.003 -5.694 0.10
H 6.969 1.953 -6.208 0.10
H 6.201 -0.225 -5.345 0.10
H 4.146 -0.345 -3.955 0.11
O 1.841 2.757 -2.950 0.15
H -0.913 3.417 -2.473 0.15
H 0.216 3.982 -1.200 0.14
C -1.303 1.316 1.327 -0.10
C -1.041 1.302 2.696 0.01
C -1.800 0.504 3.533 -0.05
C -2.799 -0.282 2.990 -0.26
C -3.069 -0.277 1.636 -0.04
C -2.321 0.528 0.796 0.02
H -2.505 0.543 -0.266 0.12
H -3.860 -0.911 1.268 0.12
S -3.777 -1.338 4.068 0.65
O -4.429 -0.518 5.046 -0.29
O -4.571 -2.204 3.255 -0.26
N -2.681 -2.240 4.943 -0.12
H -2.430 -1.759 5.792 0.11
C -1.575 -2.906 4.276 -0.15
C -2.057 -3.589 3.043 -0.31
C -2.691 -4.779 2.846 -0.02
C -2.936 -4.868 1.454 -0.05
C -2.433 -3.728 0.914 -0.11
O -1.895 -2.947 1.866 0.02
H -2.385 -3.368 -0.095 0.12
H -3.421 -5.670 0.937 0.10
H -2.955 -5.495 3.596 0.12
H -1.162 -3.643 4.972 0.13
H -0.784 -2.195 3.993 0.13
H -1.630 0.494 4.598 0.12
H -0.244 1.920 3.080 0.12
```